(1)
# C17H23Cl5CoNO2P2

A molecular structure, C17H23Cl5CoNO2P2 (wB97M-V/def2-TZVPD, OMol25).

Element x y z (Å)
Co  -0.03477  0.95036  -0.30016
P  -2.06546  0.45086  -0.56320
C  -2.29098  0.98184  -2.33627
C  -0.91926  1.32746  -2.92286
N  0.17936  1.17852  -2.12702
C  1.46063  1.50942  -2.52993
C  1.65026  2.10151  -3.78362
C  0.51914  2.30854  -4.58517
C  -0.73758  1.87539  -4.18108
C  2.63913  1.10940  -1.52135
P  1.93016  -0.21304  -0.48019
H  -1.60076  1.99553  -4.80688
H  2.69239  2.32767  -4.08462
H  0.67204  2.77704  -5.53647
H  3.54377  0.77471  -2.10832
H  2.92612  2.02126  -0.91812
H  -2.88525  0.20351  -2.84502
H  -2.97562  1.87990  -2.25958
H  -0.66831  -2.33392  -4.27570
O  -1.39424  -2.79304  -4.82164
H  -2.07793  -3.09236  -4.15038
H  0.21774  -2.63213  -0.86462
O  0.02386  -3.15252  0.02583
H  0.31095  -4.03804  -0.36568
C  2.53264  -1.69056  -1.42676
H  3.50484  -1.48675  -1.90015
H  2.67332  -2.54926  -0.75799
H  1.88424  -1.97775  -2.26427
C  2.92360  -0.35357  1.04781
H  2.52030  -1.21866  1.58471
H  3.99880  -0.51087  0.87697
H  2.77850  0.51584  1.69538
C  -3.18576  1.72336  0.10224
H  -4.14836  1.57886  -0.39870
H  -3.29758  1.57882  1.17579
H  -2.77599  2.72155  -0.09506
C  -2.87632  -1.15446  -0.19253
H  -2.95748  -1.22991  0.91697
H  -3.87147  -1.22461  -0.69344
H  -2.25602  -1.99857  -0.52462
Cl  -0.44814  -0.62362  2.61199
C  -0.18955  1.10557  2.63403
C  0.03966  1.75995  1.42665
C  0.18242  3.14152  1.36370
Cl  0.35723  3.82069  -0.25695
C  0.15269  3.91805  2.53280
Cl  0.35307  5.60990  2.39888
C  -0.04536  3.25311  3.77360
Cl  -0.10400  4.14451  5.20056
C  -0.22525  1.84773  3.83507
Cl  -0.44282  1.03957  5.32109

Its energy above the lowest of the compared OMol25 structures with the same formula, charge and spin is 0.0 kcal per mole. The value obtained for the gap between HOMO and LUMO (spin up / spin down) is 7.45 / 7.59 eV. Its net charge is +1. Its expectation value of S² is 3.768. As for the HOMO energy (spin up / spin down): -10.61 / -11.37 eV. Its spin multiplicity is 4.



(2)
# C17H23F12NO11

5 unconnected molecules or ions with the total composition C17H23F12NO11 (wB97M-V/def2-TZVPD, OMol25).

Element x y z (Å)
N  -2.23418  -5.42616  5.74868
O  -2.08160  -4.92968  4.41314
C  -1.11234  -5.58487  3.73045
O  -0.33963  -6.37698  4.16443
O  -1.17265  -5.19665  2.42423
H  -3.02208  -6.06476  5.68385
H  -2.54554  -4.60262  6.25372
H  -1.14944  -4.22473  2.41492
C  1.61907  -0.85043  -0.33388
C  1.86614  -1.62362  0.94056
O  1.53766  -0.81737  2.09716
C  0.25979  -0.71615  2.40152
O  -0.66759  -1.22921  1.84288
C  0.09495  0.16152  3.66093
F  0.82779  1.27341  3.58373
F  0.48741  -0.52769  4.74256
F  -1.17963  0.50495  3.82486
H  2.15956  0.09240  -0.31393
H  1.94621  -1.43154  -1.19558
H  0.55944  -0.62826  -0.44876
H  2.91954  -1.86359  1.06216
H  1.29959  -2.55389  0.97222
C  0.24089  5.57673  0.10895
C  -0.89559  4.64793  -0.25279
O  -0.58208  3.86606  -1.42815
C  0.18567  2.80879  -1.23581
O  0.64138  2.41952  -0.20085
C  0.39536  2.06956  -2.57486
F  0.70672  2.91507  -3.56080
F  -0.72783  1.42331  -2.91508
F  1.37332  1.17492  -2.45828
H  0.50058  6.20722  -0.73881
H  -0.05004  6.21319  0.94385
H  1.13015  5.01712  0.39728
H  -1.78658  5.20932  -0.52434
H  -1.15279  3.97932  0.56788
C  -1.92163  -8.08423  0.48625
C  -0.84344  -8.36493  1.50953
O  -0.10900  -9.56529  1.17723
C  0.83056  -9.43516  0.25695
O  1.14431  -8.44133  -0.32844
C  1.53658  -10.79173  0.04675
F  0.65265  -11.78898  -0.06773
F  2.33256  -11.05731  1.09143
F  2.28291  -10.76432  -1.05289
H  -2.58431  -8.94448  0.38296
H  -2.50868  -7.22107  0.79781
H  -1.48964  -7.87149  -0.49100
H  -1.27670  -8.56137  2.48726
H  -0.15380  -7.53024  1.61035
C  -0.78302  8.25011  -5.34321
C  -1.15811  9.22254  -4.24744
O  -0.28544  9.08744  -3.10420
C  0.89155  9.68819  -3.19780
O  1.30452  10.33621  -4.11161
C  1.68753  9.46186  -1.89570
F  1.63134  8.17775  -1.51768
F  1.17186  10.20773  -0.90937
F  2.96037  9.79832  -2.05793
H  -0.78096  7.22843  -4.96230
H  -1.50129  8.31731  -6.15952
H  0.20828  8.46725  -5.73870
H  -2.15346  9.01252  -3.86279
H  -1.13715  10.25412  -4.59632

The value obtained for the gap between HOMO and LUMO is 11.19 eV. Its net charge is 0. As for the HOMO energy: -10.81 eV. Its spin multiplicity is 1. The SMILES is CCOC(=O)C(F)(F)F.CCOC(=O)C(F)(F)F.CCOC(=O)C(F)(F)F.CCOC(=O)C(F)(F)F.NOC(=O)O.



(3)
# C17H23F4NO14

5 unconnected molecules or ions with the total composition C17H23F4NO14 (wB97M-V/def2-TZVPD, OMol25).

Element x y z (Å)
C  -3.74791  0.02228  2.16316
O  -3.03267  -1.17727  1.83499
C  -1.70502  -1.08059  2.16571
O  -0.89377  -0.74255  1.32501
C  -1.35612  -1.47393  3.57640
C  -0.97922  -0.28953  4.48240
C  -0.24556  0.86362  3.81408
N  -0.00446  1.98817  4.74725
H  -3.40795  0.81357  1.50344
H  -3.59699  0.30077  3.20188
H  -4.79867  -0.15213  1.99288
H  -0.56364  -2.21011  3.51848
H  -2.22381  -1.96770  3.99675
H  -1.86358  0.10116  4.97521
H  -0.32972  -0.67813  5.26154
H  0.72572  0.55304  3.44743
H  -0.82242  1.25978  2.98754
H  -0.84814  2.54169  4.81504
H  0.11592  1.60660  5.67778
C  -4.04409  -0.43655  -1.46155
C  -4.29028  -0.01216  -2.89607
O  -5.69579  -0.15334  -3.02152
C  -6.24351  0.01599  -1.78409
O  -7.39179  0.20057  -1.57350
O  -5.28010  -0.03816  -0.83817
F  -3.68152  -0.80387  -3.81175
H  -3.90294  -1.50864  -1.34527
H  -3.20363  0.07859  -1.00180
H  -4.02090  1.02421  -3.11013
C  1.95319  -0.96979  0.22162
C  2.63731  -0.25323  -0.91876
O  3.57439  0.56854  -0.23885
C  3.88618  -0.04533  0.94053
O  4.80664  0.25043  1.62143
O  3.00413  -1.03131  1.20279
F  1.78523  0.53341  -1.62083
H  1.11770  -0.39907  0.61954
H  1.61173  -1.96783  -0.03825
H  3.17123  -0.90196  -1.61517
C  0.02169  -3.90874  -4.11297
C  0.63129  -3.66043  -2.75145
O  -0.37377  -2.90319  -2.10260
C  -1.57211  -3.23637  -2.66389
O  -2.62569  -2.96222  -2.20494
O  -1.37842  -3.92231  -3.81091
F  1.77041  -2.92610  -2.81687
H  0.23950  -3.08861  -4.79802
H  0.32697  -4.84986  -4.56089
H  0.82895  -4.56367  -2.17194
C  4.83517  3.49439  -0.63871
C  5.82939  3.63711  -1.76682
O  5.45023  4.86770  -2.35560
C  4.85939  5.62811  -1.38636
O  4.64454  6.78548  -1.47697
O  4.56761  4.86382  -0.30749
F  5.71335  2.64553  -2.68668
H  3.91789  3.01387  -0.97601
H  5.22718  2.95679  0.22056
H  6.87126  3.69948  -1.44860

The value obtained for the gap between HOMO and LUMO is 9.99 eV. Its net charge is 0. As for the HOMO energy: -9.80 eV. Its spin multiplicity is 1. The SMILES is O=C1OC[C@@H](F)O1.O=C1OC[C@@H](F)O1.O=C1OC[C@@H](F)O1.O=C1OC[C@@H](F)O1.COC(=O)CCCN.



(4)
# C17H23F9K2N4O31S8

A molecular structure, C17H23F9K2N4O31S8 (wB97M-V/def2-TZVPD, OMol25).

Element x y z (Å)
K  -13.61388  5.78997  -5.80218
K  -10.41931  7.84221  -3.16351
N  -13.20208  7.25967  -3.47040
S  -13.53509  7.06433  -1.90910
O  -14.85671  6.64685  -1.54333
O  -12.80092  7.82059  -0.94309
F  -12.58922  5.71869  -1.88733
S  -14.26626  8.59976  -3.59874
O  -14.20860  9.69805  -2.65457
O  -15.52418  8.28245  -4.22697
F  -13.45039  9.07990  -4.87180
N  -8.82232  8.40744  -5.26417
S  -7.78283  7.66157  -6.11053
O  -6.85480  8.48416  -6.84058
O  -8.22439  6.44746  -6.74538
F  -6.91846  7.07526  -4.90202
S  -9.95019  8.60999  -6.50688
O  -11.07558  7.72716  -6.67192
O  -9.62152  9.40571  -7.64590
F  -10.74213  9.75352  -5.64570
N  -15.83874  10.73833  -8.58474
S  -16.89346  11.70096  -7.97151
O  -16.59382  13.09365  -7.73579
O  -17.73698  11.12079  -6.93919
F  -17.91328  11.71070  -9.21572
S  -14.52045  10.99998  -7.55619
O  -14.72532  11.62445  -6.26796
O  -13.32159  11.43072  -8.19053
F  -14.13590  9.47316  -7.28280
N  -17.75199  5.51015  -7.68447
S  -17.94783  5.69637  -6.15812
O  -18.68138  4.81882  -5.29199
O  -17.87579  7.10062  -5.83821
F  -16.37429  5.29155  -5.78235
S  -19.14164  4.67566  -8.07246
O  -20.36172  5.39731  -7.83883
O  -19.08976  3.23758  -8.00493
F  -19.03042  4.97497  -9.65338
C  -17.86176  6.52296  -0.92092
C  -17.73808  8.06023  -1.11903
O  -17.17623  8.41113  0.16456
C  -17.46606  7.51385  1.08197
O  -17.41266  7.66991  2.26854
O  -17.69689  6.33810  0.45931
H  -17.15440  6.06325  -1.61543
H  -18.79258  6.05870  -1.25402
H  -18.71308  8.53957  -1.13978
H  -17.05847  8.29191  -1.92879
C  -18.47004  11.32086  -5.25496
C  -17.92818  9.99849  -4.73973
O  -18.74708  9.82485  -3.50654
C  -19.45431  10.95274  -3.26480
O  -20.18044  11.01912  -2.31043
O  -19.37800  11.80304  -4.28217
H  -18.77362  11.20827  -6.29706
H  -17.65633  12.04766  -5.28450
H  -16.85777  10.14491  -4.61449
H  -18.17450  9.08946  -5.27772
C  -14.60206  3.58967  -1.74890
C  -13.45654  2.86761  -1.06264
C  -13.37010  3.08345  0.44389
O  -13.09588  1.77321  0.94439
C  -13.36695  0.85346  -0.01442
O  -13.33422  -0.32836  0.11822
O  -13.56792  1.45174  -1.19148
H  -14.45650  3.90769  -2.77732
H  -15.09120  4.27826  -1.06181
H  -15.46887  2.91412  -1.79022
H  -12.48321  3.08425  -1.51129
H  -14.23849  3.62434  0.82327
H  -12.51146  3.71983  0.65713
C  -11.15788  14.64861  -1.18695
C  -12.32679  13.70243  -1.25134
C  -12.19882  12.35327  -0.52562
O  -13.20928  12.30800  0.44830
C  -13.93594  13.42015  0.33931
O  -14.79418  13.77155  1.09430
O  -13.48602  14.27005  -0.63496
H  -11.56612  15.61530  -0.87526
H  -10.64478  14.89106  -2.11761
H  -10.38127  14.44628  -0.44600
H  -12.62143  13.41145  -2.26399
H  -11.18647  12.23691  -0.12859
H  -12.36414  11.55875  -1.25778
C  -13.85678  8.73602  5.21098
C  -12.44900  9.27605  5.02148
O  -12.17830  8.81839  3.70908
C  -13.34295  8.72664  3.01343
O  -13.31573  8.59733  1.83571
O  -14.36712  8.79047  3.87182
F  -11.56490  8.86034  5.94468
H  -14.47716  9.48671  5.70209
H  -13.96538  7.77910  5.71727
H  -12.49366  10.36772  5.00232

The value obtained for the gap between HOMO and LUMO is 6.25 eV. Its net charge is -2. As for the HOMO energy: -4.28 eV. Its spin multiplicity is 1.